The following is a quantum chemistry calculation of a cluster of 7 separate species, C15H23F3IN7P in total in a non-equilibrium geometry, from the Open Molecules 2025 dataset.

XYZ file:
```
50
Properties=species:S:1:pos:R:3:forces:R:3
H 4.612845 -1.459350 -3.360135 0.017 0.000 -0.110
H 1.539136 3.513888 5.007006 0.058 -0.127 -0.004
N 2.532284 0.572118 4.195386 -1.770 2.151 0.912
C -5.532941 -1.574640 -1.684056 -0.508 -0.223 1.920
I -1.805136 2.808568 -1.869988 0.935 -1.081 0.272
C -5.493289 -0.171822 3.170055 0.605 -0.398 -1.182
H -0.761299 0.232476 -0.260473 0.212 0.216 -0.700
H -5.500657 -0.798847 4.063150 -0.089 0.037 -0.084
C -5.664304 -1.562844 -3.177190 -0.424 -0.186 0.964
N -1.995436 3.220318 4.571100 -0.106 3.031 0.270
H 0.495403 -1.662470 1.683437 -0.030 0.014 0.072
H -4.782963 -1.100512 -3.622500 -0.056 -0.040 0.078
H 0.801981 2.403854 6.182221 0.036 -0.055 -0.105
C 4.368380 -1.674326 -5.465144 -0.332 -0.938 -1.435
C 4.621527 -0.834010 -4.253966 -0.115 -0.497 -0.698
H 6.102661 -3.870810 -5.435534 0.082 -0.108 -0.075
H 0.915917 -1.116276 3.322090 -0.089 0.093 -0.095
C -0.891962 -0.294523 2.541016 -1.708 1.938 -0.161
P -0.396645 0.847033 -1.514214 -1.176 0.715 0.234
F 1.765621 2.563618 -1.584014 -0.878 -3.059 0.578
H -0.394137 -2.294726 3.085275 -0.056 0.117 -0.072
H -1.229716 6.307532 4.153251 -0.053 -0.086 0.047
H -6.271214 0.586984 3.263115 -0.017 -0.139 -0.087
N -5.953098 -1.681294 0.966368 -4.175 -0.180 9.704
H 3.846924 -0.072040 -4.163455 0.080 -0.074 -0.098
F 2.093156 0.475085 -2.411827 -1.449 1.579 1.855
H 0.075993 2.602990 4.574019 0.181 -0.145 0.083
C -1.967724 5.876192 4.830736 -0.020 -0.851 -0.075
C -1.983269 4.387528 4.684410 -0.121 -1.737 -0.168
H -4.521258 0.323240 3.089778 -0.050 0.143 0.213
N 8.874950 -5.419248 -4.993044 -2.561 0.770 -1.042
C 6.497140 -4.725718 -5.983488 0.846 -0.277 0.340
N 4.170038 -2.332400 -6.414174 0.452 1.633 2.374
H -6.550539 -0.995416 -3.468857 0.041 -0.078 -0.009
H 6.596661 -4.458196 -7.035991 0.011 -0.005 0.115
C 7.830831 -5.114652 -5.428478 1.558 -0.491 0.637
N -1.673528 0.589062 2.445642 2.602 -2.817 -0.069
H -1.710666 6.144924 5.856051 -0.029 -0.081 -0.081
H -0.604786 -0.014420 -2.645735 0.369 0.319 0.797
C -5.747388 -1.011444 1.955669 -0.552 -1.080 -1.794
C 1.462755 1.220572 -1.394496 3.536 -0.031 -0.031
H 5.593210 -0.345552 -4.337269 -0.082 -0.072 -0.038
C 0.093970 -1.413360 2.666966 -0.541 0.585 0.078
H -2.951470 6.282116 4.591826 0.072 -0.096 0.022
N -5.458158 -1.584624 -0.490812 5.335 2.102 -9.804
C 1.016288 2.563426 5.124742 0.600 -0.696 -0.358
H 5.799860 -5.559434 -5.892498 0.099 0.052 0.007
H -5.757981 -2.584280 -3.550349 -0.026 0.083 0.039
C 1.866093 1.447526 4.603852 1.058 -1.272 -0.558
F 2.025952 0.758186 -0.189473 -1.772 1.341 -2.677
```
Forces are in eV/Å.

Output
* net charge: +1
* HOMO: -8.02 eV
* frontier orbital gap: 0.0683 Ha
* energy: -51884.3140 eV


The following is a quantum chemistry calculation of a structure of composition C15H23F3NO2PPt in a non-equilibrium geometry, from the Open Molecules 2025 dataset.

XYZ file:
```
46
Properties=species:S:1:pos:R:3:forces:R:3
C 1.016596 0.180480 1.157135 1.043 0.732 0.048
H 1.211261 -0.488649 -5.281107 -0.255 -0.153 -0.010
O -1.162567 -2.209366 0.456430 -0.527 -2.522 2.598
H -0.439170 -1.152184 -5.053357 0.259 -0.027 0.063
H -1.353480 0.770173 -2.903668 0.099 0.095 -0.058
C 2.042468 0.994864 1.670735 0.092 -0.227 0.005
C 3.322049 0.750609 -0.345712 -0.213 -0.050 -0.116
N -1.483723 2.027127 1.897167 -0.050 -0.527 -0.107
C -1.632631 -3.420446 2.426089 0.120 -0.107 0.184
C -1.009119 -3.388006 0.992697 -0.178 0.274 -0.493
H -0.033261 1.703909 3.327634 -0.247 0.031 -0.112
C -0.123144 -0.088321 2.109438 0.089 -1.265 -0.443
H 0.240108 3.100551 1.551388 -0.211 0.056 -0.007
H -2.964400 2.136586 0.435368 0.056 -0.255 0.531
C -2.816469 1.718515 1.448634 -0.395 -0.229 -0.546
C 2.248159 0.086624 -0.936549 0.936 0.219 0.539
P 0.589138 -0.643302 -2.944737 1.557 -0.348 1.311
H 1.933339 1.419090 2.673440 0.201 -0.100 -0.173
C 3.218975 1.215163 0.960111 0.102 0.178 0.227
F -2.137387 -4.630518 2.754730 0.410 0.999 -0.053
C -0.791469 1.135911 2.777767 -0.478 0.347 0.943
H 2.912309 -1.147059 -2.568522 -0.137 0.054 -0.066
H -3.570487 2.164789 2.119660 0.284 -0.073 -0.058
H -1.563077 0.756243 3.476077 0.474 0.014 -0.217
H 0.064616 1.624118 -3.621535 -0.167 0.176 0.057
H 0.986873 -2.186017 -4.760020 -0.126 0.331 0.148
C 2.301070 -0.251490 -2.401226 -0.059 0.078 -1.017
H -0.905093 -0.719811 1.663420 0.361 0.373 0.018
H 4.237500 0.877693 -0.913944 -0.006 0.251 0.025
C -0.835787 3.173072 1.362581 0.784 0.417 -0.377
H -2.970677 0.627960 1.421814 0.143 0.356 0.052
H 4.053437 1.746588 1.420852 -0.263 -0.097 -0.119
F -0.634572 -3.099602 3.318217 -0.860 -0.360 -0.365
H -1.473590 -1.768202 -2.296744 -1.261 0.624 -0.408
H -1.226270 4.098146 1.816313 -0.021 -0.215 -0.028
H -1.459859 -2.488513 -1.926910 -0.276 -1.259 -0.143
Pt -0.130068 -1.692879 -1.164567 0.420 1.548 -0.878
H 2.699832 0.549693 -3.036069 0.263 0.082 0.349
H -0.074933 1.387716 -1.836725 0.065 -0.188 -0.229
C 0.591679 -1.165316 -4.673155 0.169 0.262 -0.578
C 1.170907 -0.337912 -0.153568 -1.904 -0.100 -0.218
H 0.296027 -0.680525 2.954333 -0.451 0.461 -0.253
C -0.278021 0.958699 -2.823279 0.138 0.014 -0.746
H -0.996367 3.228928 0.278836 -0.065 -0.024 0.177
F -2.621751 -2.494037 2.606797 0.562 -0.646 0.016
O -0.448970 -4.381091 0.563733 -0.476 0.801 0.528
```
Forces are in eV/Å.

Output
* ΔE to the lowest compared entry with this formula, charge and spin: 1.467 eV
* multiplicity: 3
* HOMO (spin up / spin down): -3.45 / -7.51 eV
* <S²>: 2.010
* frontier orbital gap (spin up / spin down): 0.1236 / 0.1422 Ha
* energy: -42196.3739 eV


The following is a quantum chemistry calculation of a cluster of 4 separate species, C15H23FIN3O4 in total in a non-equilibrium geometry, from the Open Molecules 2025 dataset.

XYZ file:
```
47
Properties=species:S:1:pos:R:3:forces:R:3
H 0.029535 3.661476 2.197237 0.018 -0.026 -0.031
C -3.281972 0.524091 -0.844199 -0.155 -0.520 0.014
C -1.078349 -3.332729 -0.823463 0.424 -1.691 -1.094
C -4.712122 0.199829 -0.457674 0.160 0.349 -0.143
H 4.769390 1.443710 0.119309 0.095 0.235 -0.089
C -1.234989 2.039914 2.554098 0.003 -0.063 -0.023
H -3.098250 -1.607924 -1.184307 -0.013 -0.266 0.072
H 0.599408 -2.075007 -0.875810 0.184 -0.094 0.134
C 1.302909 -4.857868 3.651780 0.017 -0.013 -0.010
I -2.059787 -3.387554 1.097441 0.062 0.130 0.110
H 1.671486 -5.868207 3.814733 -0.002 -0.016 0.007
C 1.836469 0.322232 -0.648730 -0.151 0.414 -0.007
C 1.961250 -4.271256 2.491307 -0.038 0.060 -0.060
O -0.424963 0.334373 -1.525820 0.101 -0.009 0.430
N 2.477490 4.920197 -4.622200 0.000 0.000 -0.002
H -0.369020 -2.097594 -2.348485 0.128 -0.124 -0.237
H 2.031251 -0.214906 -1.576089 0.052 -0.148 -0.148
H 1.509137 -4.255408 4.533703 -0.002 0.001 0.021
H -3.293340 1.336637 -1.561546 0.084 0.138 -0.166
H 1.624118 4.439738 -1.629408 -0.026 -0.025 0.034
C -1.129611 -0.765340 -0.887818 -0.306 -0.194 -0.227
H 3.953275 0.029863 0.764622 -0.084 -0.117 0.144
H -5.352853 1.075989 -0.513814 -0.074 0.146 0.087
C -0.269473 3.021674 3.024617 -0.017 0.070 -0.014
H 0.608797 2.513816 3.416807 0.024 0.002 0.001
H -1.160698 -0.602556 0.188423 0.184 0.005 0.171
F -4.771188 -0.277847 0.841551 -0.012 -0.248 0.151
O 0.198458 1.968530 -0.101798 0.020 -0.540 -0.542
H 2.925160 3.287915 -1.967206 0.017 -0.056 0.052
C -0.414120 -2.052657 -1.266022 -0.483 0.172 0.203
H -2.736014 0.863182 0.030819 -0.233 0.260 0.163
C 4.041162 0.677583 -0.107792 0.050 -0.041 0.101
H -5.120606 -0.567050 -1.112855 -0.154 -0.130 -0.072
C -2.549186 -0.702853 -1.412975 0.216 0.862 -0.113
C 2.010671 3.726119 -2.353387 0.014 0.128 -0.116
O 2.807511 1.301925 -0.404984 0.043 -0.193 0.124
H -2.476605 -0.583591 -2.491748 -0.059 -0.346 -0.244
H 0.228112 -4.890715 3.484581 -0.016 0.003 -0.021
C 0.466844 0.967318 -0.709978 0.087 0.780 0.445
H 1.810912 -0.392187 0.181508 -0.040 -0.262 0.035
N 2.468540 -3.797865 1.577261 -0.026 0.053 -0.016
O -1.031771 -4.347647 -1.466086 -0.210 1.375 0.903
H 4.387176 0.069155 -0.943174 0.101 -0.031 -0.158
C 2.269668 4.396016 -3.622814 0.012 0.026 -0.026
N -1.985167 1.257681 2.178345 0.043 -0.043 0.131
H -0.713609 3.629333 3.810179 0.005 0.008 0.021
H 1.274978 2.940456 -2.498149 -0.045 -0.019 0.005
```
Forces are in eV/Å.

Output
* ΔE to the lowest compared entry with this formula, charge and spin: 0.000 eV
* SMILES: COCC(=O)O[C@@H](CCCF)CC(=O)I.CC#N.CC#N.CC#N
* HOMO: -9.89 eV
* frontier orbital gap: 0.3704 Ha
* energy: -39404.6275 eV


The following is a quantum chemistry calculation of a structure of composition C15H23IN2NiOSi in a non-equilibrium geometry, from the Open Molecules 2025 dataset.

XYZ file:
```
44
Properties=species:S:1:pos:R:3:forces:R:3
I -2.468129 -0.640470 1.082832 -0.653 -0.344 0.518
H 0.425702 0.858588 2.143308 0.074 -0.750 -0.904
C -1.091115 4.347709 1.208489 -0.183 -0.103 -0.198
H -0.469676 -2.445597 -0.330201 1.201 2.097 -0.208
Si 2.442833 -2.510922 1.512639 -2.092 3.692 -0.157
H -3.926923 1.218544 -4.753158 0.200 -0.103 0.201
H 1.372442 -2.522403 -0.433622 -2.614 0.022 -2.178
C -1.951795 4.827417 0.209498 0.169 -0.540 -0.125
C -2.960700 1.991683 -2.985863 0.127 -0.245 0.008
H 1.066853 -4.341356 0.679267 0.005 -0.099 0.350
C 1.381298 -3.969473 1.659786 0.183 -0.595 0.147
C 3.790625 -2.469117 0.310577 0.780 -0.561 0.065
H 1.908095 0.272914 1.773297 4.401 0.538 0.187
C 0.987441 -0.081677 1.820656 -4.413 5.305 -0.759
C -2.550452 -0.210270 -3.854723 0.032 0.145 0.163
N -1.394230 0.540583 -1.899640 -0.409 0.358 -0.451
Ni -0.463300 0.355634 -0.172517 -0.096 -0.249 0.323
H -1.136193 -1.370537 -2.689249 -0.110 0.298 0.043
C -1.741354 2.685471 -0.898070 0.764 0.803 1.271
H 3.472290 -2.835553 -0.670103 0.257 0.059 0.161
H -3.454842 2.954770 -3.006362 -0.099 -0.186 -0.173
H 2.018910 -1.656641 3.867682 0.708 -0.041 -0.345
C 2.902964 -1.740045 3.205518 -0.135 -0.760 -1.173
H 4.274120 -1.484596 0.237351 -0.221 -0.372 0.060
H 2.108980 -4.661800 2.115458 -0.480 -0.395 -0.042
H 3.583174 -2.542279 3.533227 0.078 0.424 0.582
H -2.931116 4.297045 -1.651887 0.037 0.135 0.253
H -2.365350 5.835298 0.248110 0.157 -0.280 0.036
C -0.584034 3.053441 1.112289 -0.523 0.384 -0.908
C 0.339068 -1.631593 -0.576197 1.488 -6.818 -2.687
H -0.812772 4.972238 2.054210 -0.076 -0.137 -0.165
O 1.225594 -1.150172 0.362405 3.260 0.382 3.803
H 3.435486 -0.776834 3.076940 -0.307 -0.688 0.252
C -2.046125 1.734736 -1.957964 -0.002 -1.275 -1.153
C -3.217049 1.018578 -3.951106 0.335 0.016 0.430
H 0.556145 -0.713332 2.450840 -0.893 -3.247 2.545
H -2.722910 -1.003760 -4.577573 -0.002 0.166 0.138
H 0.527068 -3.829281 2.336022 0.277 -0.007 -0.245
N -0.873528 2.250470 0.063139 -0.277 0.993 -0.087
H 0.720573 -1.648956 -1.660822 -1.023 0.931 1.086
H 4.472396 -3.190314 0.787610 0.482 0.077 -0.585
H 0.080700 2.655098 1.874663 -0.148 0.077 -0.259
C -1.653696 -0.420985 -2.808673 -0.430 0.977 -0.076
C -2.277469 3.977746 -0.848083 0.174 -0.081 0.258
```
Forces are in eV/Å.

Output
* ΔE to the lowest compared entry with this formula, charge and spin: 6.733 eV
* multiplicity: 3
* HOMO (spin up / spin down): -5.09 / -5.75 eV
* <S²>: 2.032
* frontier orbital gap (spin up / spin down): 0.1835 / 0.2070 Ha
* energy: -77970.0473 eV